# 1
Molecular formula: C21H21Cl2N3O3S
Method: DFT, ωB97M-V/def2-TZVPD

Multiplicity: 1
LUMO level in eV: -0.582
Orbital gap in eV: 8.090

```
51
C21H21Cl2N3O3S | OMol25 | ωB97M-V/def2-TZVPD
O 0.957 -0.912 -1.696
C -0.033 -1.576 -1.464
C 0.031 -3.055 -1.426
C -0.750 -3.853 -0.690
C -0.655 -5.300 -0.606
C 0.103 -6.055 -1.507
C 0.178 -7.429 -1.427
C -0.517 -8.094 -0.426
Cl -0.434 -9.808 -0.310
C -1.284 -7.384 0.485
C -1.350 -6.005 0.388
Cl -2.317 -5.176 1.555
N -1.275 -1.053 -1.226
C -1.644 0.290 -1.143
C -2.901 0.600 -0.619
C -3.308 1.915 -0.497
C -2.468 2.945 -0.888
C -1.233 2.625 -1.411
S -0.137 3.922 -1.962
O -0.579 5.193 -1.484
O 0.113 3.787 -3.368
N 1.342 3.531 -1.246
C 1.377 3.207 0.082
N 0.262 3.192 0.680
C 0.174 2.952 2.095
C 0.871 4.023 2.942
C 2.384 3.836 3.040
C 3.115 4.002 1.710
C 2.736 2.933 0.680
C -0.812 1.322 -1.567
H 0.864 -3.449 -1.990
H -1.513 -3.424 -0.054
H 0.635 -5.548 -2.295
H 0.769 -7.988 -2.136
H -1.825 -7.901 1.261
H -2.015 -1.710 -1.023
H -3.557 -0.199 -0.303
H -4.283 2.136 -0.088
H -2.738 3.983 -0.785
H 2.115 3.318 -1.853
H -0.896 2.948 2.325
H 0.580 1.962 2.349
H 0.645 4.999 2.510
H 0.452 3.993 3.950
H 2.597 2.842 3.444
H 2.781 4.569 3.748
H 4.191 3.942 1.895
H 2.901 4.989 1.294
H 2.712 1.952 1.163
H 3.483 2.904 -0.115
H 0.152 1.111 -1.994
```

---

# 2
Molecular formula: CH7N3O
Method: DFT, ωB97M-V/def2-TZVPD

Multiplicity: 1
LUMO level in eV: 0.965
Orbital gap in eV: 9.292
Energy relative to the best compared isomer or geometry (same formula, charge and spin) in kcal/mol: 149.31

```
12
CH7N3O | OMol25 | ωB97M-V/def2-TZVPD
C -0.616 0.387 -0.435
N 0.717 0.047 -0.196
N 0.285 -0.381 2.384
N -0.462 -0.093 -2.018
O 0.369 0.620 1.431
H 1.334 0.801 -0.499
H 1.160 -0.901 2.405
H -0.471 -1.026 2.154
H -0.216 -1.071 -2.126
H 0.135 0.499 -2.587
H -0.901 1.437 -0.490
H -1.334 -0.318 -0.023
```

---

# 3
Molecular formula: C21H42O6
Method: DFT, ωB97M-V/def2-TZVPD

Multiplicity: 1
LUMO level in eV: 0.469
Orbital gap in eV: 11.013

```
69
C21H42O6 | OMol25 | ωB97M-V/def2-TZVPD
C 1.744 -0.119 -0.120
C 3.129 -0.459 0.455
C 3.952 0.740 0.930
C 4.802 1.417 -0.153
C 4.155 1.625 -1.524
C 3.389 2.950 -1.715
C 2.753 3.574 -0.472
C 1.566 4.467 -0.848
C 0.882 5.127 0.356
C -0.454 4.479 0.719
C -0.307 3.003 1.114
C -1.429 2.501 2.047
C -2.195 1.284 1.483
C -3.480 1.658 0.732
C -3.269 1.829 -0.774
C -2.770 0.582 -1.479
O -3.311 -0.607 -0.851
C -3.455 -1.634 -1.739
O -2.531 -2.165 -2.335
O -4.736 -2.032 -1.896
H 1.526 0.944 -0.078
H 1.685 -0.403 -1.169
H 0.943 -0.652 0.383
H 3.700 -1.055 -0.253
H 2.983 -1.108 1.318
H 3.318 1.439 1.471
H 4.651 0.363 1.679
H 5.186 2.373 0.201
H 5.672 0.777 -0.299
H 4.961 1.633 -2.256
H 3.519 0.790 -1.805
H 2.640 2.854 -2.499
H 4.103 3.683 -2.095
H 2.382 2.829 0.223
H 3.470 4.212 0.039
H 0.844 3.906 -1.440
H 1.946 5.260 -1.496
H 1.513 5.099 1.244
H 0.691 6.176 0.136
H -1.154 4.573 -0.114
H -0.902 5.036 1.541
H -0.259 2.372 0.231
H 0.646 2.919 1.635
H -1.037 2.254 3.029
H -2.155 3.297 2.198
H -2.452 0.619 2.304
H -1.532 0.734 0.819
H -4.264 0.930 0.921
H -3.842 2.612 1.113
H -2.504 2.593 -0.914
H -4.184 2.209 -1.222
H -1.685 0.528 -1.493
H -3.094 0.601 -2.519
H -5.305 -1.401 -1.444
C -2.386 -4.521 -0.395
C -2.696 -5.972 -0.688
O -1.529 -6.804 -0.593
C -1.146 -7.112 0.641
O -1.700 -6.798 1.661
O -0.047 -7.863 0.556
C 0.509 -8.232 1.819
H -1.582 -4.159 -1.032
H -3.269 -3.914 -0.561
H -2.072 -4.400 0.643
H -3.040 -6.082 -1.715
H -3.477 -6.358 -0.033
H -0.237 -8.711 2.449
H 0.915 -7.357 2.323
H 1.311 -8.933 1.606
```

---

# 4
Molecular formula: C19H23N3O3
Method: DFT, ωB97M-V/def2-TZVPD

Multiplicity: 1
LUMO level in eV: 0.717
Orbital gap in eV: 9.086
Energy relative to the best compared isomer or geometry (same formula, charge and spin) in kcal/mol: 58.85

```
48
C19H23N3O3 | OMol25 | ωB97M-V/def2-TZVPD
C -3.905 -2.082 1.472
C -4.026 -1.022 0.372
C -4.860 0.156 0.877
C -4.694 -1.637 -0.864
C -2.653 -0.552 -0.008
C -1.585 -1.344 -0.479
C -0.558 -0.454 -0.696
N 0.761 -0.648 -1.079
C 1.295 -1.838 -1.442
O 0.686 -2.874 -1.568
C 2.807 -1.738 -1.721
O 3.573 -1.524 -0.538
C 3.714 -0.272 -0.092
O 3.169 0.683 -0.606
C 4.595 -0.176 1.086
C 5.776 -1.109 1.221
C 4.600 -1.291 2.106
N -1.025 0.786 -0.369
C -0.361 2.019 -0.415
C -0.582 2.933 0.611
C 0.062 4.154 0.594
C 0.930 4.470 -0.439
C 1.129 3.572 -1.472
C 0.479 2.351 -1.473
N -2.294 0.714 0.062
H -3.325 -2.934 1.126
H -3.414 -1.664 2.348
H -4.893 -2.432 1.764
H -4.394 0.597 1.754
H -4.928 0.923 0.111
H -5.862 -0.177 1.138
H -4.781 -0.895 -1.654
H -5.690 -1.994 -0.613
H -4.110 -2.473 -1.240
H -1.552 -2.400 -0.639
H 1.384 0.154 -0.991
H 2.997 -0.928 -2.434
H 3.148 -2.693 -2.123
H 4.700 0.842 1.436
H 6.684 -0.695 1.633
H 5.931 -1.823 0.428
H 4.675 -1.005 3.144
H 3.947 -2.129 1.920
H -1.266 2.667 1.403
H -0.108 4.860 1.393
H 1.442 5.421 -0.444
H 1.787 3.823 -2.290
H 0.600 1.678 -2.309
```

---

# 5
Molecular formula: C31H34AsCl3N8O3SV
Method: DFT, ωB97M-V/def2-TZVPD

Multiplicity: 4
LUMO level (spin up / spin down) in eV: -0.181 / -0.182
Orbital gap (spin up / spin down) in eV: 6.273 / 6.853
Energy relative to the best compared isomer or geometry (same formula, charge and spin) in kcal/mol: 27.92
⟨S²⟩: 3.764

```
82
C31H34AsCl3N8O3SV | OMol25 | ωB97M-V/def2-TZVPD
V -0.257 0.600 -0.049
Cl -5.769 -4.237 1.827
C -4.589 -3.152 1.145
C -3.838 -2.343 1.976
C -2.905 -1.488 1.422
Cl -1.935 -0.503 2.473
C -2.666 -1.386 0.033
O -1.820 -0.587 -0.524
C -3.470 -2.245 -0.754
Cl -3.221 -2.192 -2.473
C -4.408 -3.108 -0.226
H -3.970 -2.379 3.048
H -4.990 -3.742 -0.880
O 1.025 -0.717 0.670
N 1.938 -1.267 1.356
N 1.973 -0.898 2.589
O 1.171 -0.018 3.104
C 2.953 -1.516 3.427
C 3.788 -2.521 2.947
C 4.721 -3.087 3.798
C 4.825 -2.667 5.117
C 3.983 -1.671 5.585
C 3.045 -1.090 4.744
H 3.700 -2.852 1.924
H 5.370 -3.870 3.428
H 5.556 -3.117 5.776
H 4.051 -1.343 6.614
H 2.368 -0.322 5.086
N -2.310 2.873 -3.067
C -1.789 2.062 -4.047
C -0.894 1.246 -3.421
N -0.852 1.549 -2.089
C -1.711 2.526 -1.903
C -1.998 2.988 -0.564
N -1.603 2.264 0.456
C -1.985 2.934 1.589
C -2.625 4.083 1.239
N -2.627 4.106 -0.140
H -3.051 3.539 -3.190
H -2.108 2.126 -5.071
H -0.296 0.454 -3.832
H -1.799 2.530 2.569
H -3.083 4.859 1.824
H -2.980 4.851 -0.714
C 1.378 -2.636 -4.216
As 0.976 -1.761 -2.499
C 2.834 -1.297 -2.081
C 0.753 -3.347 -1.324
C 1.782 -4.414 -1.494
C 1.605 -5.456 -2.403
C 2.579 -6.428 -2.577
C 3.758 -6.375 -1.845
C 3.947 -5.344 -0.935
C 2.968 -4.377 -0.762
H 2.144 -3.403 -4.102
H 1.744 -1.868 -4.900
H 0.479 -3.079 -4.643
H 3.504 -2.140 -2.248
H 2.900 -0.971 -1.045
H 3.135 -0.469 -2.725
H -0.257 -3.721 -1.498
H 0.778 -2.927 -0.320
H 0.686 -5.506 -2.977
H 2.417 -7.232 -3.283
H 4.519 -7.132 -1.980
H 4.861 -5.295 -0.355
H 3.116 -3.570 -0.053
C 1.846 5.576 0.609
N 1.523 4.569 1.584
C 1.538 4.870 3.010
C 1.253 3.501 3.654
N 1.305 2.595 2.518
C 1.460 3.237 1.362
S 1.562 2.515 -0.164
H 1.130 6.399 0.665
H 1.806 5.128 -0.381
H 2.850 5.977 0.777
H 0.776 5.613 3.252
H 2.510 5.277 3.304
H 0.274 3.470 4.136
H 2.003 3.230 4.397
H 1.289 1.554 2.620
```

---

# 6
Molecular formula: C15H27ClNO15
Method: DFT, ωB97M-V/def2-TZVPD

Multiplicity: 1
LUMO level in eV: 2.377
Orbital gap in eV: 8.680
Total charge: -1

```
59
C15H27ClNO15 | OMol25 | ωB97M-V/def2-TZVPD
Cl -1.671 0.544 -0.004
O -2.794 1.277 0.487
O -0.554 1.456 -0.100
O -1.386 -0.554 0.888
O -1.978 0.045 -1.309
C -1.468 -2.390 3.872
C -2.267 -1.598 4.934
O -1.406 -1.581 6.048
C -0.133 -1.715 5.645
O 0.826 -1.522 6.310
O -0.141 -2.143 4.350
H -1.505 -2.075 2.834
H -1.701 -3.444 4.059
H -3.197 -2.045 5.289
H -2.575 -0.624 4.546
C -0.781 -3.900 -0.138
C -2.159 -4.132 0.488
O -2.860 -4.754 -0.594
C -2.273 -4.405 -1.758
O -2.704 -4.645 -2.839
O -1.120 -3.748 -1.509
H -0.054 -4.693 0.055
H -0.321 -2.963 0.178
H -2.626 -3.210 0.829
H -2.061 -4.892 1.262
C -1.171 1.591 3.628
C 0.126 2.421 3.519
O -0.042 3.377 4.558
C -1.050 3.011 5.382
O -1.325 3.614 6.371
O -1.645 1.894 4.943
H -0.908 0.536 3.609
H -1.908 1.828 2.864
H 0.101 2.873 2.529
H 0.999 1.779 3.605
C 2.725 5.122 -2.555
O 2.343 3.842 -3.015
C 2.387 2.877 -1.985
C 2.052 1.513 -2.589
N 0.764 1.451 -3.262
C 0.359 0.035 -3.397
C 1.209 -0.720 -4.436
O 1.569 0.172 -5.477
C 2.572 -0.466 -6.237
H 2.081 5.453 -1.738
H 2.646 5.814 -3.392
H 3.775 5.126 -2.243
H 1.681 3.120 -1.181
H 3.402 2.783 -1.574
H 2.068 0.877 -1.682
H 2.872 1.150 -3.209
H 0.098 1.720 -2.530
H -0.667 -0.061 -3.756
H 0.378 -0.424 -2.403
H 0.707 -1.624 -4.795
H 2.112 -1.083 -3.923
H 2.940 0.111 -7.093
H 2.172 -1.373 -6.698
H 3.486 -0.628 -5.660
```

---

Which value of multiplicity does entry 3 give? 1